# C2H2AuFLi2O

C2H2AuFLi2O as an isolated structure (ωB97M-V with the def2-TZVPD basis set, the OMol25 dataset).

As for the expectation value of S²: 2.04. The charge is +2. Its spin multiplicity is 3. The value obtained for the electronic energy is -10947.263 eV. For the HOMO energy (spin up / spin down), the calculation gives -19.12 / -18.55 eV.

Last column: natural (NBO) charge in e.
CARTESIAN COORDINATES (ANGSTROEM)
1 C -0.251 0.275 1.030  -0.005
2 C -0.989 0.970 0.152  -0.028
3 O 0.636 -0.690 0.547  -0.636
4 H -0.222 0.370 2.127  0.293
5 F 0.417 -0.832 -3.016  -0.831
6 H -1.631 1.709 0.652  0.274
7 Li -0.617 -0.982 -1.627  0.948
8 Au 1.682 -1.699 1.221  1.037
9 Li 0.975 0.880 -1.085  0.948

Cartesian forces, eV/Å:
C 2.3 -2.5 -0.2
C -0.6 0.7 2.0
O -13.1 12.9 -7.5
H -0.4 0.3 -0.4
F -0.4 1.0 2.5
H -0.5 0.3 -1.3
Li -0.3 -1.1 -1.6
Au 12.2 -11.9 7.9
Li 0.9 0.2 -1.4